Formula: H22O11
Source: OMol25
Level of theory: ωB97M-V/def2-TZVPD

ORCA input file:
```
! wB97M-V def2-TZVPD RIJCOSX def2/J DEFGRID3
* xyz 0 1
O -0.179 0.659 -0.975
H -0.142 0.333 -0.069
H -0.280 1.612 -0.877
O 0.043 -1.399 -1.655
H 0.350 -2.217 -2.062
H -0.903 -1.387 -1.836
O 1.564 -1.318 1.366
H 0.781 -1.317 1.927
H 2.145 -0.665 1.772
O 3.968 -0.698 -1.088
H 4.893 -0.916 -1.248
H 3.517 -0.983 -1.891
O -0.033 -3.146 0.966
H -0.662 -2.565 0.524
H 0.685 -3.243 0.330
O 3.737 1.825 -1.211
H 3.729 2.295 -0.369
H 4.109 0.963 -0.995
O 0.068 -0.024 2.791
H -0.286 0.554 3.477
H 0.581 0.567 2.228
O -0.452 3.571 1.063
H -0.632 2.961 0.339
H 0.485 3.774 0.972
O -3.964 -0.435 -2.150
H -4.425 0.030 -1.443
H -3.099 -0.010 -2.186
O -3.268 0.883 0.063
H -4.125 1.299 -0.082
H -2.661 1.401 -0.477
O -1.483 -0.946 0.891
H -2.208 -1.304 1.415
H -1.852 -0.152 0.489
*
```

* relative energy (zero: lowest compared OMol25 entry of this formula, charge and spin): 3.997 eV
* lowest unoccupied orbital energy: -0.29 eV
* molar mass: 198.2 g/mol
* SMILES: O.O.O.O.O.O.O.O.O.O.O
* frontier orbital gap: 9.5 eV

Formula: H22O17P2
Source: OMol25
Level of theory: ωB97M-V/def2-TZVPD

ORCA input file:
```
! wB97M-V def2-TZVPD RIJCOSX def2/J DEFGRID3
* xyz -1 2
O 0.564 0.531 0.454
H -0.243 0.893 0.079
H 0.332 -0.391 0.585
H 1.228 0.537 -0.239
O -0.949 1.245 3.273
H -1.596 1.382 2.577
H -0.805 0.299 3.340
H -1.330 1.597 4.080
O -0.966 1.631 -3.194
H -1.390 1.189 -3.933
H -1.292 1.218 -2.390
H -1.310 2.525 -3.141
O -2.139 -1.579 -0.878
H -1.822 -2.058 -0.108
H -3.045 -1.291 -0.746
H -1.634 -0.767 -0.956
P -0.848 -2.246 2.088
O -0.079 -1.814 0.773
O -0.956 -1.181 3.221
O -0.440 -3.608 2.620
O -2.232 -2.618 1.496
P -2.274 1.890 0.067
O -1.518 0.875 -0.889
O -1.357 3.187 0.048
O -2.603 1.393 1.475
O -3.483 2.599 -0.642
O 0.938 -2.908 -1.399
H 0.533 -2.645 -0.573
H 1.400 -3.721 -1.192
O 4.752 -0.099 -0.252
H 3.895 -0.053 -0.676
H 5.315 -0.529 -0.896
O 2.298 -2.593 1.567
H 2.279 -2.837 2.493
H 1.421 -2.252 1.391
O 2.235 0.368 -1.650
H 2.065 -0.147 -2.438
H 2.713 1.136 -1.964
O 1.069 3.462 -1.372
H 0.459 2.998 -0.799
H 0.816 4.382 -1.298
*
```

* lowest unoccupied orbital energy (alpha / beta): 0.39 / 0.15 eV
* molar mass: 356.1 g/mol
* frontier orbital gap (alpha / beta): 2.9 / 2.6 eV

Formula: H23O11
Source: OMol25
Level of theory: ωB97M-V/def2-TZVPD

ORCA input file:
```
! wB97M-V def2-TZVPD RIJCOSX def2/J DEFGRID3
* xyz 1 1
O 3.124 -1.491 0.587
H 1.513 -2.485 2.300
H 2.784 -1.566 -0.373
O -1.051 -0.705 -0.048
H 3.941 -1.107 0.549
H 4.040 2.855 -1.431
O 0.991 -2.461 1.564
H 0.764 -1.985 -2.256
H -1.417 0.586 4.360
O -1.946 3.627 -2.296
H -0.951 3.940 -2.053
H 2.197 2.016 -2.831
O -3.300 0.655 1.887
H -0.014 0.857 4.770
H -1.680 -1.282 -0.348
O -1.461 0.346 -2.584
H -0.859 -0.322 -2.236
H 1.320 -1.567 0.919
O 3.738 2.011 -1.265
H -0.018 -2.308 1.438
O 1.347 1.867 -3.451
H 0.923 0.910 -3.381
H -1.747 0.049 -0.251
O -1.538 -2.129 2.251
H 2.894 1.718 -1.684
H -1.612 -2.888 2.847
O 0.849 -1.271 -1.757
H -1.467 -1.479 2.994
H 0.317 -1.045 -1.037
O -0.450 0.083 4.382
H -2.138 3.022 -1.597
H -1.223 0.370 -3.424
H -3.787 0.558 0.934
H -4.082 0.618 2.520
*
```

* relative energy (zero: lowest compared OMol25 entry of this formula, charge and spin): 7.896 eV
* lowest unoccupied orbital energy: -3.50 eV
* molar mass: 199.2 g/mol
* frontier orbital gap: 9.6 eV

Formula: H23O11
Source: OMol25
Level of theory: ωB97M-V/def2-TZVPD

ORCA input file:
```
! wB97M-V def2-TZVPD RIJCOSX def2/J DEFGRID3
* xyz 1 1
O -0.803 -2.317 -3.150
H -0.708 -3.139 -3.593
H -1.169 -1.752 -3.753
O 1.146 -1.595 0.334
H 1.813 -1.135 0.964
H 1.492 -2.111 -0.417
O 2.328 1.116 1.112
H 1.155 0.141 -1.305
H 0.302 1.646 1.692
O -0.588 -3.138 1.987
H 0.164 -3.171 1.436
H -0.200 -3.706 2.695
O -2.501 -0.511 1.685
H -2.106 -1.190 2.328
H -2.301 -0.785 0.611
O 0.136 2.465 -0.874
H -0.237 3.119 -1.305
H 2.228 2.094 0.591
O -0.613 1.365 2.090
H 2.363 1.428 2.083
O 4.232 0.493 -1.124
H 4.375 1.309 -1.465
H 4.048 0.890 -0.226
O -1.830 -1.134 -0.709
H -0.973 -0.639 -0.725
H -1.697 -1.831 -1.382
O 0.287 0.164 -1.746
H -2.138 3.817 0.266
H 0.395 -0.121 -2.516
O -1.909 2.895 0.482
H -0.076 1.584 -1.327
H -2.763 2.589 1.021
H -1.873 0.272 1.722
H -1.170 2.275 1.907
*
```

* relative energy (zero: lowest compared OMol25 entry of this formula, charge and spin): 5.163 eV
* lowest unoccupied orbital energy: -2.78 eV
* molar mass: 199.2 g/mol
* frontier orbital gap: 10.8 eV

Formula: H23O12
Source: OMol25
Level of theory: ωB97M-V/def2-TZVPD

ORCA input file:
```
! wB97M-V def2-TZVPD RIJCOSX def2/J DEFGRID3
* xyz -1 1
O 2.315 -0.603 1.797
H 1.960 -0.101 2.546
H 1.719 -0.301 1.074
O -0.447 1.886 4.764
H 0.396 1.429 4.746
H -0.780 1.698 3.843
O -2.203 -1.866 -3.118
H -3.139 -2.055 -3.018
O -4.047 -3.051 0.296
H -3.393 -2.327 0.181
H -3.512 -3.842 0.280
O -1.406 1.060 0.018
H -1.890 1.768 -0.400
H -1.352 -0.769 0.271
O 1.499 -3.871 0.738
H 2.280 -3.322 0.683
H -1.970 -0.926 -2.936
O 1.209 3.114 -0.043
H 0.683 2.378 0.232
H 1.897 2.816 -0.634
O -1.717 -1.693 0.108
H -1.352 -1.597 -0.832
H 0.815 -3.375 0.247
O 0.452 0.256 -1.422
H -0.555 0.496 -0.757
H 0.230 -0.353 -2.143
O 3.686 0.951 -2.048
H 3.462 0.093 -1.691
H 3.040 1.198 -2.717
O 0.777 2.452 -3.063
H 0.007 2.887 -2.698
H 0.881 1.734 -2.381
O 0.013 1.320 2.225
H -0.463 0.882 1.451
H -0.282 2.261 2.315
*
```

* relative energy (zero: lowest compared OMol25 entry of this formula, charge and spin): 2.518 eV
* lowest unoccupied orbital energy: 2.65 eV
* molar mass: 215.2 g/mol
* frontier orbital gap: 9.9 eV

Formula: H24O12
Source: OMol25
Level of theory: ωB97M-V/def2-TZVPD

ORCA input file:
```
! wB97M-V def2-TZVPD RIJCOSX def2/J DEFGRID3
* xyz -1 2
O 20.777 1.539 -8.214
H 21.446 1.111 -8.748
H 20.631 2.382 -8.644
O 23.239 0.041 -5.818
H 22.727 -0.685 -6.174
H 22.584 0.682 -5.539
O 21.535 -0.870 -2.945
H 21.995 -0.670 -2.130
H 21.641 -0.084 -3.481
O 20.810 -1.785 -7.329
H 20.544 -0.872 -7.439
H 20.059 -2.293 -7.636
O 18.559 2.696 -2.733
H 18.666 2.026 -3.409
H 18.147 2.236 -2.002
O 19.810 4.773 -3.402
H 19.264 3.996 -3.284
H 20.429 4.529 -4.091
O 18.178 3.998 -6.588
H 17.593 4.149 -5.846
H 18.948 3.577 -6.206
O 21.385 3.953 -5.653
H 21.755 4.750 -6.033
H 21.959 3.252 -5.962
O 22.857 1.942 -3.516
H 22.868 2.513 -2.748
H 23.700 2.096 -3.942
O 20.620 1.133 -5.527
H 20.531 1.345 -6.456
H 20.442 1.958 -5.075
O 19.225 -0.436 -9.416
H 18.469 -0.216 -9.961
H 19.564 0.409 -9.123
O 18.882 -0.233 -4.181
H 19.349 -1.009 -3.870
H 19.495 0.191 -4.782
*
```

* relative energy (zero: lowest compared OMol25 entry of this formula, charge and spin): 0.673 eV
* lowest unoccupied orbital energy (alpha / beta): 2.69 / 2.61 eV
* molar mass: 216.2 g/mol
* frontier orbital gap (alpha / beta): 2.9 / 10.2 eV

Formula: H24O12
Source: OMol25
Level of theory: ωB97M-V/def2-TZVPD

ORCA input file:
```
! wB97M-V def2-TZVPD RIJCOSX def2/J DEFGRID3
* xyz 0 1
O 1.043 3.328 -0.793
H 1.870 2.833 -0.766
H 0.353 2.669 -0.614
O -2.676 0.784 1.631
H -1.848 0.668 2.133
H -3.369 0.830 2.294
O -0.376 0.438 3.147
H 0.049 -0.401 3.375
H 0.002 1.092 3.743
O 2.540 0.827 -1.368
H 2.566 -0.133 -1.288
H 3.108 1.026 -2.119
O 0.069 0.170 -3.192
H 0.297 1.041 -2.838
H 0.295 0.210 -4.126
O 2.623 -1.489 1.069
H 1.815 -1.428 0.540
H 2.456 -2.235 1.651
O 0.129 -0.850 -0.257
H -0.140 -0.025 0.171
H 0.228 -0.588 -1.181
O -2.500 -2.264 -0.611
H -2.759 -2.326 -1.538
H -1.650 -1.803 -0.626
O 2.411 1.924 2.297
H 2.568 1.703 3.219
H 1.537 1.571 2.094
O 0.073 -2.397 2.532
H 0.038 -3.320 2.260
H -0.663 -1.993 2.054
O -1.349 1.836 -0.561
H -1.948 1.697 0.196
H -1.901 1.698 -1.337
O -1.825 -1.977 -3.541
H -1.768 -1.862 -4.493
H -1.300 -1.255 -3.161
*
```

* relative energy (zero: lowest compared OMol25 entry of this formula, charge and spin): 1.079 eV
* lowest unoccupied orbital energy: -0.03 eV
* molar mass: 216.2 g/mol
* SMILES: O.O.O.O.O.O.O.O.O.O.O.O
* frontier orbital gap: 10.4 eV

Formula: H24O12
Source: OMol25
Level of theory: ωB97M-V/def2-TZVPD

ORCA input file:
```
! wB97M-V def2-TZVPD RIJCOSX def2/J DEFGRID3
* xyz 0 1
O 5.880 -0.437 -2.624
H 6.269 -0.727 -3.449
H 5.486 0.410 -2.829
O 4.062 -5.501 -1.258
H 3.934 -5.822 -0.366
H 4.276 -4.574 -1.151
O 1.086 -0.266 -4.815
H 0.388 -0.115 -5.453
H 1.622 -0.957 -5.204
O 3.544 1.690 2.163
H 4.273 1.255 2.605
H 3.160 1.011 1.608
O -4.972 -2.742 -1.006
H -5.478 -2.720 -1.818
H -5.346 -2.040 -0.472
O 3.703 3.942 -3.787
H 3.019 3.337 -4.073
H 3.671 4.659 -4.420
O 0.220 -0.643 6.618
H 0.228 -0.890 5.694
H 0.204 -1.476 7.089
O -0.031 -0.780 0.098
H -0.838 -1.266 -0.068
H 0.402 -0.734 -0.754
O -6.392 0.780 1.661
H -7.175 1.315 1.796
H -5.728 1.399 1.357
O -5.022 -5.177 3.209
H -4.575 -6.011 3.067
H -4.970 -4.729 2.365
O -2.853 3.590 -0.873
H -1.930 3.702 -0.646
H -3.275 4.392 -0.565
O 0.696 5.434 1.955
H 1.351 6.094 2.181
H 1.112 4.599 2.167
*
```

* relative energy (zero: lowest compared OMol25 entry of this formula, charge and spin): 2.951 eV
* lowest unoccupied orbital energy: 0.18 eV
* molar mass: 216.2 g/mol
* SMILES: O.O.O.O.O.O.O.O.O.O.O.O
* frontier orbital gap: 11.6 eV